118
Properties=species:S:1:pos:R:3 method="wB97M-V/def2-TZVPD" max_force_ev_per_a=1.6 multiplicity=1 lumo_energy_ev="-1.10 / -1.10" total_charge=0
Rh 0.10485 -0.42249 0.04632
O -1.76544 -0.32252 -0.50286
C -2.84619 0.20225 0.17510
C -2.46941 0.49749 1.65093
C -1.31410 1.42484 1.91708
C -1.51258 2.51605 2.74547
C -0.43593 3.29213 3.13278
C 0.82160 2.93822 2.69295
C 0.97945 1.86286 1.82687
C 2.35879 1.57734 1.29886
C 2.82192 0.10802 1.17268
O 2.02871 -0.58688 0.28568
C 4.23813 0.21495 0.57373
C 5.37640 0.30338 1.37080
C 6.62564 0.50197 0.79249
C 6.74708 0.61635 -0.58492
C 5.61417 0.52043 -1.38441
C 4.36534 0.32211 -0.80816
C 2.88319 -0.64321 2.50824
C 3.24280 -1.99171 2.45355
C 3.32612 -2.75324 3.60857
C 3.05342 -2.17556 4.84819
C 2.70226 -0.83847 4.91254
C 2.61549 -0.07453 3.74685
N -0.08409 1.13905 1.42960
C -3.30863 1.49303 -0.53789
C -4.59952 1.68510 -1.02348
C -4.93621 2.84055 -1.72395
C -3.98326 3.81572 -1.96632
C -2.68984 3.63455 -1.49205
C -2.36049 2.48872 -0.78609
C -3.96203 -0.85758 0.23259
C -3.82098 -2.03062 -0.49783
C -4.79774 -3.02094 -0.45233
C -5.93298 -2.84949 0.32661
C -6.08838 -1.67702 1.05438
C -5.11065 -0.69073 1.00781
H -2.21753 -0.47386 2.08665
H -3.34284 0.88776 2.16699
H -2.51270 2.74222 3.08979
H -0.57486 4.14831 3.78150
H 1.69623 3.49240 3.00662
H 3.08510 2.12848 1.89729
H 2.41098 1.96868 0.28642
H 5.29149 0.21041 2.44819
H 7.50461 0.57095 1.42308
H 7.72081 0.77967 -1.03295
H 5.69820 0.60802 -2.46186
H 3.47561 0.24290 -1.42236
H 3.45577 -2.42978 1.48397
H 3.60787 -3.79942 3.54559
H 3.11073 -2.76731 5.75507
H 2.49635 -0.37888 5.87303
H 2.34703 0.97290 3.82551
H -5.35855 0.93029 -0.86835
H -5.94873 2.96614 -2.08939
H -4.23750 4.70700 -2.52909
H -1.93437 4.38891 -1.67732
H -1.34374 2.35634 -0.44471
H -2.93222 -2.15336 -1.10224
H -4.66672 -3.92953 -1.02934
H -6.69313 -3.62148 0.36849
H -6.97340 -1.52522 1.66184
H -5.26301 0.22238 1.57326
S 0.58319 -1.68466 -5.50815
C 0.80882 -2.43485 -7.02020
C 0.93663 -3.78475 -6.90538
C 0.84927 -4.21881 -5.55955
C 0.65577 -3.19560 -4.67478
C 0.53950 -3.27032 -3.21209
C 0.33636 -2.10667 -2.44238
N 0.24217 -2.10534 -1.13489
C 0.31749 -3.25695 -0.46064
C 0.52929 -4.46140 -1.12439
C 0.63047 -5.66988 -0.35035
C 0.51832 -5.64872 0.99263
C 0.27450 -4.41595 1.69311
C 0.14273 -4.34890 3.08732
C -0.09245 -3.14967 3.71094
C -0.20437 -2.02273 2.87616
N -0.09456 -2.06744 1.57317
C 0.16313 -3.23485 0.96087
C -0.21724 -3.01685 5.17016
C -0.40742 -1.88829 5.91116
C -0.44418 -2.13048 7.30984
C -0.28391 -3.44431 7.61302
S -0.08643 -4.39306 6.20670
C 0.63835 -4.45082 -2.52297
H 0.83386 -1.83388 -7.91726
H 1.08798 -4.44603 -7.74768
H 0.92670 -5.25896 -5.26768
H 0.24443 -1.14355 -2.93163
H 0.80114 -6.59908 -0.88170
H 0.60395 -6.55994 1.57331
H 0.23045 -5.25792 3.67305
H -0.40227 -1.04775 3.30723
H -0.51161 -0.90192 5.47700
H -0.57950 -1.35791 8.05421
H -0.27128 -3.91882 8.58286
H 0.79973 -5.38503 -3.04845
S 1.71406 6.69083 -1.71021
C 1.23060 5.16455 -2.13412
S 1.73394 3.75265 -1.25831
C 0.72313 2.71320 -2.26879
N 0.09057 3.39021 -3.15893
N 0.37853 4.74300 -3.10990
C -0.31384 5.54785 -4.07713
C 0.23826 6.70828 -4.60072
C -0.48200 7.44647 -5.53177
C -1.73282 7.02561 -5.95563
C -2.26553 5.84835 -5.44694
C -1.56047 5.10530 -4.51368
S 0.66993 0.99787 -2.14485
H 1.21902 7.03251 -4.29378
H -0.05092 8.35587 -5.93283
H -2.28426 7.60213 -6.68871
H -3.23635 5.50166 -5.78054
H -1.95931 4.18073 -4.12178


124
Properties=species:S:1:pos:R:3 method="wB97M-V/def2-TZVPD" max_force_ev_per_a=3.4 multiplicity=1 lumo_energy_ev=3.47 total_charge=-2
Rb 0.73922 -1.70535 0.07879
C 5.36156 5.55036 0.28246
C 4.37969 5.19844 1.19432
C 3.58852 4.07916 0.96777
C 3.74832 3.29915 -0.17556
C 4.78387 3.63164 -1.05145
C 5.57109 4.75161 -0.83421
P 2.58774 1.85761 -0.44547
C 3.88563 0.80576 -1.21332
C 3.88394 0.33056 -2.51747
C 4.91799 -0.48523 -2.96379
C 5.94916 -0.83941 -2.11106
C 5.95828 -0.36698 -0.80398
C 4.93560 0.44990 -0.36151
C 1.58567 2.53988 -1.83405
C 2.14094 3.11187 -2.97551
C 1.32915 3.67034 -3.95032
C -0.04665 3.69528 -3.76781
C -0.60106 3.12416 -2.63344
C 0.18661 2.51085 -1.65590
Si -0.51866 1.39532 -0.25512
C -2.40290 1.91677 -0.13170
C -2.93017 3.18410 0.11599
C -4.28583 3.36616 0.35094
C -5.13720 2.26875 0.39726
C -4.64058 0.99437 0.16921
C -3.28794 0.82188 -0.12476
P -2.47094 -0.75667 -0.55883
C -2.37821 -0.57027 -2.39798
C -1.82999 -1.63660 -3.10912
C -1.79206 -1.63237 -4.49458
C -2.27629 -0.53782 -5.19795
C -2.81615 0.53351 -4.50275
C -2.87770 0.51215 -3.11621
C -3.99913 -1.84956 -0.61952
C -4.35585 -2.44762 0.59098
C -5.45795 -3.28232 0.69608
C -6.21889 -3.56503 -0.42969
C -5.86884 -2.99567 -1.64548
C -4.77333 -2.14653 -1.74095
C -0.17280 2.50775 1.29812
C 0.27564 3.82427 1.38628
C 0.33144 4.47791 2.61001
C -0.02499 3.81341 3.77854
C -0.47728 2.50390 3.71463
C -0.58337 1.87577 2.47666
P -1.24488 0.17796 2.23604
C -0.00884 -0.60678 3.34411
C 1.31512 -0.44889 2.92398
C 2.35728 -1.01709 3.63621
C 2.09729 -1.75145 4.78580
C 0.78993 -1.89880 5.21983
C -0.25785 -1.33403 4.50432
C -2.73937 0.24954 3.31293
C -3.43026 1.44422 3.52623
C -4.62561 1.46135 4.22879
C -5.17275 0.28424 4.71678
C -4.52506 -0.91822 4.47141
C -3.33328 -0.93445 3.76456
H 5.97234 6.43062 0.44720
H 4.23002 5.79314 2.08835
H 2.83987 3.79554 1.69408
H 4.99820 2.99379 -1.89929
H 6.35796 4.99974 -1.53739
H 3.05863 0.57197 -3.17063
H 4.90332 -0.86316 -3.97736
H 6.73677 -1.49903 -2.45524
H 6.75018 -0.66060 -0.12562
H 4.93213 0.81242 0.66073
H 3.21215 3.11865 -3.12718
H 1.76885 4.09070 -4.84817
H -0.68450 4.15569 -4.51527
H -1.67556 3.15888 -2.49480
H -2.26640 4.04328 0.12863
H -4.68157 4.36323 0.51684
H -6.19136 2.40434 0.61241
H -5.31073 0.14534 0.22073
H -1.44120 -2.49035 -2.57074
H -1.36690 -2.47968 -5.02080
H -2.23537 -0.52106 -6.28094
H -3.20497 1.38896 -5.04405
H -3.33462 1.33962 -2.58924
H -3.75487 -2.23081 1.46526
H -5.72319 -3.71593 1.65420
H -7.07631 -4.22439 -0.36154
H -6.45686 -3.21306 -2.53021
H -4.53162 -1.70730 -2.69983
H 0.57693 4.34717 0.48251
H 0.66280 5.51054 2.66282
H 0.04436 4.31675 4.73673
H -0.76050 1.97936 4.62119
H 1.54073 0.13326 2.03166
H 3.37133 -0.89176 3.27987
H 2.91102 -2.20901 5.33493
H 0.57402 -2.46251 6.12047
H -1.26715 -1.46183 4.86885
H -3.03907 2.36950 3.12554
H -5.13688 2.40238 4.39691
H -6.10153 0.29944 5.27511
H -4.95498 -1.84805 4.82648
H -2.85144 -1.88088 3.55273
Cl -0.98050 -4.20792 -0.69780
C -1.41010 -4.56625 0.96726
Cl -0.97014 -3.22538 2.02082
H -0.85027 -5.43982 1.28196
H -2.48337 -4.71442 1.02244
Cl 4.68402 -6.32873 -4.02410
C 3.84655 -5.68803 -2.64218
C 3.79315 -6.39991 -1.46346
Cl 4.56944 -7.95078 -1.34026
C 3.10846 -5.85646 -0.36504
Cl 3.00638 -6.76745 1.11996
C 2.48062 -4.60207 -0.37828
O 1.88460 -4.10612 0.65051
C 2.51696 -3.85912 -1.64040
O 1.92290 -2.71276 -1.72361
C 3.20481 -4.44049 -2.71032
Cl 3.22547 -3.54602 -4.20870
O 3.12140 -1.70825 0.66535
H 2.96381 -1.71723 -0.29529
H 2.73916 -2.59167 0.89189
O 0.98645 -0.53689 -3.11027
H 1.40608 -1.34550 -2.74188
H 0.70309 -0.78631 -3.99416


152
Properties=species:S:1:pos:R:3 method="wB97M-V/def2-TZVPD" max_force_ev_per_a=5.6 multiplicity=1 lumo_energy_ev=-4.52 total_charge=+1
C -4.72956 1.58358 1.14738
C -4.28861 0.27645 1.96687
O -5.22524 -0.46557 2.37006
O -2.91993 -0.05333 2.29469
C -2.39483 -0.99271 1.33287
O -3.00497 -1.01316 0.22322
C -1.17751 -1.96608 1.66869
C -1.30586 -3.43854 1.08082
C -0.31154 -3.80196 -0.09671
C 0.74655 -2.79710 -0.72934
I -0.19471 -0.99495 -1.60771
C 2.00177 -2.42979 0.22453
C 3.36794 -2.74337 -0.61733
I 2.13612 -3.59599 2.05569
C -0.43112 -5.25713 -0.68511
C -1.55479 -6.13177 0.00684
S -1.75445 -7.84702 -0.70794
N -2.39080 -5.69842 1.05699
N -2.20707 -4.46360 1.50741
C -3.12571 -4.08111 2.66060
C -4.56521 -3.53417 2.14788
N -5.45266 -3.29046 3.30850
H -5.83122 1.45573 0.84550
H -4.13811 1.75355 0.18919
H -4.71622 2.48958 1.86461
H -1.12715 -2.05383 2.82268
H -0.19988 -1.43790 1.37180
H 1.19930 -3.34061 -1.64450
H 2.01177 -1.28507 0.38369
H 3.49899 -2.04606 -1.51433
H 3.37831 -3.85502 -0.94003
H 4.30187 -2.62415 0.05135
H 0.22654 -5.64544 -1.52946
H -2.32511 -7.69598 -1.97938
H -3.36231 -5.06872 3.21500
H -2.61554 -3.41363 3.42952
H -5.03419 -4.42042 1.56761
H -4.50009 -2.67484 1.40370
H -5.15152 -2.49558 3.88564
H -5.63627 -4.13655 3.85973
C -1.24265 5.04529 0.66073
C 0.00478 4.76954 1.05185
C 0.77332 3.63899 0.45688
O 1.91576 3.42601 0.82342
C 0.10671 2.81552 -0.55727
C -1.13967 3.08879 -0.94594
C -1.89820 4.23533 -0.37085
O -3.02978 4.46551 -0.76334
O -1.77085 2.32767 -1.88851
O 0.62345 5.51515 2.01183
H -1.81080 5.86388 1.08324
H 0.66818 1.98718 -0.96962
H -2.65626 2.72899 -1.99495
H 1.51160 5.12075 2.11580
C 6.56880 -0.28891 -3.44388
C 7.89056 -0.38642 -3.60871
C 8.82207 -0.36710 -2.44420
O 10.02011 -0.47720 -2.62979
C 8.24476 -0.20902 -1.10465
C 6.92435 -0.10813 -0.94161
C 5.99240 -0.15523 -2.10356
O 4.78730 -0.07848 -1.91382
O 6.37386 0.04187 0.29634
O 8.44022 -0.50845 -4.84593
H 5.88161 -0.30389 -4.28006
H 8.93184 -0.17857 -0.26965
H 5.40964 0.09031 0.14755
H 9.40517 -0.56242 -4.69780
C 3.99960 -9.03662 1.19460
C 2.80359 -8.78751 0.65543
C 2.62299 -7.72238 -0.37440
O 1.51904 -7.53013 -0.86329
C 3.79672 -6.93365 -0.76015
C 4.99147 -7.18101 -0.21805
C 5.17770 -8.26286 0.79038
O 6.28568 -8.47196 1.24993
O 6.08732 -6.45506 -0.56516
O 1.70215 -9.49855 1.02561
H 4.14526 -9.80690 1.94023
H 3.64907 -6.15306 -1.49460
H 6.82307 -6.82690 -0.03873
H 0.96326 -9.13602 0.49800
C 1.17644 2.92939 -4.47784
C 1.93852 1.83428 -4.50711
C 2.23009 1.12426 -5.78484
O 2.94631 0.13700 -5.77551
C 1.62991 1.64915 -7.01569
C 0.86475 2.74252 -6.98640
C 0.59566 3.46830 -5.71224
O -0.09237 4.47337 -5.72494
O 0.29888 3.23928 -8.12290
O 2.48250 1.32041 -3.36941
H 0.95911 3.45516 -3.55730
H 1.83485 1.11458 -7.93358
H -0.20451 4.03172 -7.83938
H 2.98871 0.53359 -3.65396
C 3.67963 7.04825 -8.48141
C 2.52763 6.37594 -8.52838
C 1.23095 7.03065 -8.19231
O 0.19512 6.38921 -8.26447
C 1.25754 8.43680 -7.77874
C 2.41010 9.10883 -7.72834
C 3.70336 8.46164 -8.09080
O 4.73384 9.11100 -8.05069
O 2.45047 10.41363 -7.34382
O 2.48743 5.06337 -8.88627
H 4.62672 6.58541 -8.72495
H 0.31230 8.89504 -7.52053
H 3.39269 10.66953 -7.39171
H 1.54244 4.81235 -8.84315
C -1.06921 5.98387 5.19367
C -1.58250 6.81993 6.09809
C -2.44454 6.32648 7.21002
O -2.88167 7.11534 8.02889
C -2.73759 4.88961 7.26755
C -2.22583 4.05522 6.36072
C -1.34206 4.54582 5.26585
O -0.87555 3.75211 4.46438
O -2.49040 2.71880 6.39940
O -1.33615 8.16135 6.03898
H -0.44076 6.32828 4.38278
H -3.37859 4.54652 8.06862
H -2.00544 2.33708 5.64213
H -1.81447 8.54714 6.79969
C -3.43003 -12.15164 3.08470
C -2.95516 -11.10549 2.40622
C -1.52906 -11.04037 1.97703
O -1.13457 -10.07526 1.34117
C -0.64771 -12.15103 2.34600
C -1.12124 -13.19697 3.02803
C -2.55374 -13.27527 3.43376
O -2.95538 -14.25247 4.03905
O -0.31467 -14.23358 3.37962
O -3.75627 -10.05268 2.07646
H -4.46316 -12.21236 3.40013
H 0.38877 -12.08234 2.04348
H -0.89091 -14.85993 3.86093
H -3.18090 -9.43042 1.58977
C -7.17433 8.59043 4.11802
C -6.36273 7.65839 3.61438
C -4.88023 7.78649 3.70681
O -4.16859 6.90463 3.25147
C -4.33270 8.98657 4.34624
C -5.14381 9.92112 4.84722
C -6.62625 9.77977 4.77921
O -7.33617 10.64330 5.26298
O -4.64905 11.04080 5.44086
O -6.85663 6.54978 2.99525
H -8.25152 8.50831 4.05944
H -3.25512 9.07523 4.39073
H -5.43246 11.55509 5.71956
H -6.07287 6.03447 2.72282